(1)
DFT (the ωB97M-V functional and the def2-TZVPD basis) results for C17H14N6O2S2 in the gas phase.

```
41
Properties=species:S:1:pos:R:3:forces:R:3:mulliken_charge:R:1
S 2.489 -0.243 -3.366 0.394 0.246 0.672 -0.144
S -0.632 0.498 -2.620 -0.155 -0.147 -0.346 -0.146
O -0.044 -2.381 0.933 -0.291 0.359 0.373 -0.181
O 1.060 3.961 -2.658 -0.018 0.119 -0.091 -0.624
N 2.814 0.172 -0.848 -0.210 0.813 0.556 -0.533
N -0.628 2.367 0.706 -0.200 0.108 1.287 -1.002
N -2.350 0.618 5.116 -0.130 -0.109 0.502 -0.632
N -1.240 0.371 0.036 0.222 0.751 -0.055 0.368
N 2.078 2.090 -1.957 0.389 0.604 0.268 0.004
N -0.375 2.291 -0.602 -0.220 -0.268 -0.885 0.006
C 1.090 2.759 -2.641 0.207 0.047 -0.360 0.491
C -1.778 -0.966 -0.068 0.179 -0.460 0.165 -1.777
C -1.395 -0.256 3.108 -0.063 0.218 -0.023 -0.194
C -1.545 0.978 2.477 -0.190 -0.105 0.540 0.502
C -1.137 1.231 1.106 0.135 0.110 -0.381 0.581
C 0.874 -3.287 0.563 0.411 -0.542 -0.665 -0.649
C 3.193 -1.105 -1.086 0.162 -0.473 -0.580 -0.723
C 3.086 -1.516 -2.373 -0.003 0.108 -0.014 -0.157
C 0.831 -3.492 -0.780 0.072 -0.089 0.607 -0.570
C -0.190 -2.643 -1.271 -0.381 0.306 0.515 -0.388
C -2.467 1.795 4.523 0.015 0.260 -0.193 -0.355
C 2.405 0.762 -1.916 0.048 -0.754 -0.900 0.428
C 0.094 1.947 -3.451 -0.512 -0.043 0.234 -0.924
C -0.745 1.105 -1.002 -0.082 0.096 0.143 0.302
C -2.084 2.033 3.215 0.061 -0.236 -0.067 -0.615
C -1.819 -0.373 4.423 0.082 -0.212 -0.146 -0.547
C -0.695 -1.990 -0.186 -0.234 -0.151 -0.879 0.819
H 2.520 2.657 -1.240 -0.097 -0.075 -0.112 0.260
H 3.540 -1.702 -0.263 0.076 -0.176 0.080 0.497
H -0.716 2.621 -3.732 0.251 0.022 -0.001 0.471
H 3.311 -2.472 -2.799 0.022 -0.279 -0.032 0.478
H -2.395 -1.154 0.815 -0.025 0.034 -0.209 0.606
H -2.189 3.004 2.760 -0.035 0.107 -0.024 0.448
H 1.441 -4.161 -1.350 0.181 -0.162 -0.056 0.501
H -2.892 2.583 5.131 -0.028 0.128 -0.034 0.380
H 0.566 1.552 -4.353 -0.048 0.015 0.015 0.506
H -2.401 -1.013 -0.968 0.003 -0.050 0.189 0.459
H -0.929 -1.092 2.613 0.028 -0.066 -0.022 0.654
H 1.484 -3.707 1.337 0.041 -0.005 0.174 0.509
H -1.725 -1.314 4.950 0.054 -0.112 -0.033 0.389
H -0.507 -2.530 -2.287 -0.108 0.058 -0.208 0.504
```
Positions in Å, forces in eV/Å.

**Calculated total energy**: -1931.59391 Eh
**LUMO**: 0.27 eV
**HOMO energy**: -8.29 eV
**HOMO-LUMO gap**: 8.552 eV
**SMILES string**: O=C(CSc1nnc(-c2ccncc2)n1Cc1ccco1)Nc1nccs1
**Relative energy (zero: lowest compared OMol25 entry of this formula, charge and spin)**: 22.3 kcal per mole
**Multiplicity**: 1

---

(2)
DFT (the ωB97M-V functional and the def2-TZVPD basis) results for 2 unconnected molecules or ions with the total composition C17H14NO6.

```
38
Properties=species:S:1:pos:R:3:forces:R:3:mulliken_charge:R:1
O -1.757 -1.692 -1.197 0.147 0.804 -0.047 -0.679
O -0.507 -3.214 2.110 -0.089 0.055 0.619 -0.359
O -2.608 -3.510 1.372 0.849 0.103 0.456 -0.674
O -1.994 2.502 0.702 0.177 -0.725 -0.703 -0.642
O -1.152 0.612 3.199 0.662 -0.966 -0.206 -0.602
O 0.199 -1.149 2.977 -0.215 -0.689 0.385 -0.397
N -2.102 0.232 0.088 -0.064 0.219 -0.231 0.224
C -5.219 2.327 1.999 -0.036 -0.025 0.322 -0.494
C -4.328 1.979 4.234 -0.077 -0.081 -0.331 -0.707
C -1.808 -2.793 1.925 -0.800 0.343 -0.474 -0.051
C -1.040 -0.558 2.914 -0.890 0.648 0.280 0.592
C 0.200 -2.581 3.188 0.154 0.525 -0.680 1.577
C -3.330 -0.893 1.993 0.971 -0.430 0.095 -0.290
C -1.745 1.559 -0.054 -0.527 -0.781 0.550 0.234
C -0.989 1.690 -1.343 0.313 -0.183 -0.674 -0.588
C -1.636 -0.482 -1.000 -0.667 0.300 1.180 0.339
C -5.035 2.774 3.317 0.168 -0.336 -0.151 -0.400
C -2.145 -1.426 2.416 0.617 -0.491 0.094 0.618
C -3.764 0.770 3.827 -0.332 -0.072 -0.701 -0.206
C -3.931 0.320 2.494 -0.695 1.306 0.416 0.686
C 1.667 -2.997 3.105 -0.304 0.073 -0.165 -1.762
C -4.712 1.094 1.609 0.351 -0.339 0.389 -0.417
C -0.400 -2.947 4.541 -0.029 -0.057 0.113 -1.456
C -0.945 0.486 -1.918 0.316 0.599 -0.229 -0.712
H -5.747 2.938 1.263 0.110 -0.131 0.324 0.348
H -3.863 -1.453 1.228 -0.034 -0.098 0.293 0.382
H 1.763 -4.079 3.222 -0.073 0.108 -0.034 0.393
H -4.843 0.709 0.596 0.070 0.284 0.238 0.292
H 2.227 -2.499 3.900 -0.105 -0.042 -0.104 0.375
H -4.188 2.307 5.266 -0.073 -0.016 -0.316 0.351
H 0.167 -2.437 5.330 -0.169 -0.072 -0.159 0.369
H -0.523 0.153 -2.855 0.132 0.192 -0.060 0.436
H -0.605 2.653 -1.650 0.102 -0.080 -0.243 0.433
H 2.079 -2.698 2.138 -0.104 -0.046 0.118 0.407
H -1.459 -2.667 4.616 0.291 -0.054 -0.038 0.300
H -0.306 -4.030 4.687 -0.067 0.231 -0.050 0.400
H -5.437 3.741 3.627 0.131 -0.307 -0.090 0.342
H -3.186 0.160 4.522 -0.211 0.229 -0.186 0.338
```
Positions in Å, forces in eV/Å.

**Calculated total energy**: -1162.47891 Eh
**LUMO**: 2.77 eV
**HOMO energy**: -4.88 eV
**HOMO-LUMO gap**: 7.646 eV
**Charge**: -1
**Multiplicity**: 1

---

(3)
DFT (the ωB97M-V functional and the def2-TZVPD basis) results for a molecular structure, C17H15BaO4P.

```
38
Properties=species:S:1:pos:R:3:forces:R:3:mulliken_charge:R:1
Ba 0.042 0.155 -2.762 0.787 0.235 0.284 3.649
P -0.853 -0.180 0.405 -1.746 -0.310 0.666 0.421
O 3.101 0.162 -2.668 -1.471 -0.017 0.177 -0.226
O 0.032 3.209 -2.622 0.032 -1.746 -0.127 -0.232
O -3.017 0.147 -2.794 1.617 0.040 -0.116 -0.211
O 0.049 -2.903 -2.726 0.061 1.834 -0.082 -0.218
C 0.047 -1.752 -2.760 -0.271 -12.651 0.387 -0.298
C 0.054 -1.699 0.991 0.406 0.530 0.352 0.818
C -0.570 -2.761 1.682 0.386 0.124 -0.143 -0.265
C -0.387 1.527 0.996 0.480 -0.487 0.260 0.949
C -1.866 0.150 -2.805 -12.212 -0.220 0.259 -0.282
C 1.544 -3.922 1.865 -0.101 0.403 -0.185 -0.508
C -1.260 2.379 1.709 0.413 0.103 -0.143 -0.302
C 0.457 4.082 1.833 0.039 -0.375 -0.175 -0.521
C 0.910 1.983 0.713 -0.282 0.620 0.059 -0.169
C 2.174 -2.880 1.180 -0.378 0.049 -0.018 -0.882
C 1.330 3.251 1.128 -0.310 -0.111 -0.032 -0.914
C 1.433 -1.777 0.745 -0.119 -0.676 0.139 -0.158
C 0.036 2.060 -2.695 -0.096 12.511 0.601 -0.253
C 0.174 -3.861 2.113 0.194 0.412 -0.336 -0.753
C 1.951 0.159 -2.726 11.616 0.122 -0.332 -0.175
C -2.473 -0.408 1.321 -0.373 0.011 -0.925 -1.719
C -0.836 3.646 2.121 0.230 -0.444 -0.379 -0.718
H -2.267 2.097 1.963 -0.100 -0.222 -0.003 0.278
H -2.962 -1.347 0.995 0.399 0.432 0.284 0.466
H 1.940 -0.980 0.219 0.168 0.213 0.002 0.189
H -1.513 4.291 2.667 -0.003 -0.094 -0.021 0.420
H -1.622 -2.767 1.908 -0.151 0.179 -0.016 0.279
H 0.046 -0.246 -7.266 -0.005 1.866 0.058 0.004
H 3.238 -2.927 0.989 -0.001 0.029 0.001 0.430
H -2.312 -0.409 2.419 0.025 0.011 -0.712 0.437
H 1.602 1.357 0.168 0.259 -0.218 0.019 0.295
H -0.315 -4.668 2.646 -0.019 0.094 -0.044 0.419
H 2.333 3.590 0.905 0.005 -0.032 0.009 0.447
H -3.184 0.391 1.034 0.485 -0.338 0.254 0.461
H 2.118 -4.774 2.205 0.014 0.035 -0.009 0.421
H 0.782 5.063 2.155 0.020 -0.045 -0.007 0.423
H 0.044 0.560 -7.252 0.005 -1.866 -0.007 -0.001
```
Positions in Å, forces in eV/Å.

**Calculated total energy**: -1323.06010 Eh
**LUMO (spin up / spin down)**: -10.17 / -10.13 eV
**HOMO energy (spin up / spin down)**: -14.78 / -14.77 eV
**HOMO-LUMO gap (spin up / spin down)**: 4.616 / 4.636 eV
**Charge**: +2
**Multiplicity**: 1

---

(4)
DFT (the ωB97M-V functional and the def2-TZVPD basis) results for C17H15ClFNO2S in the gas phase.

```
38
Properties=species:S:1:pos:R:3:forces:R:3:mulliken_charge:R:1
Cl 0.026 -1.937 -0.368 -0.462 -0.575 -0.103 -0.141
S 1.211 0.747 -0.677 -0.656 0.283 -0.317 -0.076
F 6.315 0.793 3.072 1.513 0.668 1.165 -0.313
O -0.534 0.532 -2.687 -1.600 0.568 -0.676 -0.640
O -2.576 -0.381 0.605 0.427 0.343 -0.170 -0.459
N 2.383 -0.393 -0.486 -0.061 -2.350 -3.489 -0.124
C -0.305 -0.250 -0.520 -3.092 2.233 0.900 0.978
C -1.198 0.146 -1.746 2.957 -1.732 -1.636 -0.083
C -2.601 -0.278 -1.781 2.880 1.531 -0.386 1.192
C 4.175 1.063 2.300 -1.792 0.094 -1.824 -0.876
C 3.151 0.767 1.367 1.737 1.119 3.034 -0.141
C -3.194 -0.497 -3.011 -2.085 -0.751 2.126 -0.931
C -1.578 1.859 0.562 -1.245 -1.198 -1.104 -1.534
C 5.757 -0.213 1.082 -0.847 -1.350 -2.330 -0.415
C -4.460 -1.115 -0.645 1.222 1.061 2.696 -0.750
C -5.057 -1.326 -1.819 -2.207 -0.583 -1.038 -0.293
C -1.307 0.291 0.625 1.687 0.212 1.001 0.998
C -0.733 -0.061 1.982 0.338 0.165 0.173 -1.716
C 3.393 -0.147 0.386 1.740 1.053 -0.452 0.599
C -4.443 -1.009 -3.050 -1.468 -0.467 0.186 -0.620
C 4.721 -0.565 0.150 0.481 -0.445 2.208 -0.666
C -3.156 -0.512 -0.586 -3.160 -2.125 0.581 -0.113
C 5.441 0.628 2.103 -0.459 -0.999 0.133 0.257
H 0.350 0.067 1.961 -0.009 -0.268 0.034 0.375
H -1.822 2.199 1.553 0.448 0.239 0.453 0.468
H -5.006 -1.156 -3.970 0.358 -0.068 0.110 0.389
H 3.909 1.684 3.103 0.013 0.743 1.072 0.440
H 6.756 -0.673 1.022 -0.608 0.363 -0.060 0.380
H 2.644 -0.913 -1.396 -0.453 1.269 2.147 0.266
H -6.102 -1.732 -1.721 1.155 0.369 -0.677 0.292
H -5.003 -1.309 0.292 0.451 -0.022 -0.432 0.388
H -1.020 -1.041 2.370 0.170 0.028 -0.423 0.341
H -2.548 1.978 0.050 0.328 -0.021 -0.191 0.412
H -0.892 2.523 0.034 0.361 -0.353 0.282 0.293
H -2.701 -0.355 -3.867 2.114 0.902 -3.021 0.683
H 4.853 -1.411 -0.507 0.356 0.225 -0.500 0.296
H 2.243 1.321 1.553 -0.215 -0.505 -0.323 0.407
H -1.092 0.675 2.664 -0.318 0.349 0.851 0.435
```
Positions in Å, forces in eV/Å.

**Calculated total energy**: -1820.20418 Eh
**LUMO**: 0.13 eV
**HOMO energy**: -7.92 eV
**HOMO-LUMO gap**: 8.050 eV
**SMILES string**: CC1(C)Oc2ccccc2C(=O)[C@@]1(Cl)SNc1ccc(F)cc1
**Multiplicity**: 1